Version P
Computed, not measured: a molecular structure, C32H55BaCl2N4O4Si, with ωB97M-V/def2-TZVPD.

Computed properties:
* charge: -1
* gap between HOMO and LUMO: 4.065 eV
* lowest unoccupied orbital energy: 2.137 eV
* HOMO level: -0.07086 Eh

Each line ends with the Mulliken charge.
Cartesian coordinates (Å):
1 O -0.381 1.487 1.164  0.032
2 O -3.792 -1.567 0.034  -0.534
3 O 1.808 -0.855 -2.347  0.265
4 C 2.351 1.781 -1.284  0.436
5 C 0.890 3.641 -4.382  -0.785
6 H 2.046 3.507 3.453  0.276
7 H 1.310 -4.349 -1.456  0.462
8 C -4.086 -2.676 0.509  -0.067
9 H 0.756 4.712 -4.203  0.340
10 H 2.911 -3.091 -4.573  0.277
11 H 1.759 -4.407 -4.010  0.395
12 H 0.810 4.765 3.775  0.312
13 Cl -3.592 0.341 -3.176  -0.766
14 N -0.130 2.913 -3.645  0.317
15 H -6.336 -1.192 0.791  0.298
16 C 0.365 1.988 2.018  -0.844
17 C -2.124 1.361 5.188  -0.729
18 H -1.643 -3.792 2.272  0.076
19 H 4.041 -1.487 -4.958  0.194
20 H -1.600 -2.348 5.898  0.296
21 H -0.456 -1.662 2.255  -1.393
22 C -3.345 0.922 3.123  -0.497
23 H -5.228 -0.852 2.136  0.033
24 C -1.923 -3.576 3.310  -0.649
25 H -0.864 -0.952 -2.869  -0.017
26 H 5.905 1.211 -4.787  0.503
27 N -0.917 -2.783 3.949  0.282
28 H 2.062 3.851 -0.781  0.404
29 H 3.541 3.716 1.203  0.459
30 C -5.881 -1.613 1.697  -0.717
31 H 3.773 2.047 -2.994  0.479
32 C -5.683 -4.113 1.667  -1.004
33 C -0.651 3.426 -2.519  -0.244
34 H 0.237 0.823 -3.724  -0.085
35 H 1.664 1.780 -2.139  -0.049
36 H 5.512 -0.599 -4.619  0.426
37 H 5.032 -1.933 -3.551  0.377
38 H -3.870 2.458 4.573  0.309
39 H -2.905 -3.078 3.300  0.290
40 C -2.407 -0.021 2.874  1.861
41 H -0.933 -2.616 -3.446  0.410
42 H -1.484 1.288 -3.916  -0.007
43 H -2.018 -4.507 3.878  0.324
44 H 0.705 3.167 4.580  0.295
45 Cl -0.964 -1.366 0.131  -1.074
46 H 5.027 2.721 -4.837  0.382
47 H 1.902 3.350 -4.054  0.231
48 H 0.517 -1.341 3.758  0.559
49 C -0.445 1.582 -4.147  -0.384
50 C 4.648 -1.093 -4.134  -1.769
51 H 0.162 -2.514 5.705  0.233
52 C -0.808 -2.900 5.369  -1.004
53 O -1.299 2.787 -1.674  -0.426
54 H -0.405 0.076 5.565  0.293
55 H -0.291 1.599 -5.239  0.290
56 H 1.010 -3.044 -0.256  0.142
57 C 0.817 -3.377 -1.297  -0.999
58 Ba -2.533 0.724 -0.414  1.643
59 C 2.549 2.919 -0.510  -0.549
60 C 4.141 1.219 -3.587  0.454
61 H -0.172 -1.361 -4.482  0.332
62 H 3.056 -3.914 -2.924  0.305
63 C 3.896 1.610 1.020  -0.798
64 H -0.793 5.041 2.385  0.349
65 H -4.171 1.125 2.446  0.309
66 C 4.897 1.638 -4.794  -2.120
67 C 3.079 0.622 -1.011  0.291
68 C 3.966 -0.072 -3.268  0.695
69 C 0.979 3.690 3.648  -0.900
70 H 4.419 1.512 1.977  0.367
71 C 2.394 -3.537 -3.718  -1.166
72 H -6.397 -4.413 0.872  0.318
73 H 0.801 3.418 -5.452  0.287
74 C 3.154 -0.499 -2.031  -0.090
75 H -1.891 3.632 2.503  0.150
76 C 3.795 0.503 0.179  -0.591
77 C 3.357 2.829 0.621  -0.691
78 C -0.317 -1.718 -3.461  -0.807
79 H 1.239 1.446 2.435  0.396
80 H -0.273 -3.523 -1.404  0.119
81 Si 1.326 -2.355 -2.842  0.563
82 H 3.586 -1.412 -1.580  0.461
83 H -3.577 -3.637 0.266  0.254
84 C -0.493 -1.545 3.361  -0.271
85 H -4.862 -4.850 1.689  0.327
86 H -6.656 -1.899 2.409  0.312
87 H -0.903 -3.958 5.630  0.374
88 H 4.409 1.314 -5.723  0.329
89 C -3.175 1.659 4.326  -1.004
90 H -1.029 3.966 0.967  0.015
91 C -0.958 4.011 2.061  -0.627
92 H -0.453 4.498 -2.406  0.331
93 H 4.227 -0.480 0.395  0.361
94 H -1.997 1.915 6.120  0.335
95 C -1.230 0.335 4.896  -0.369
96 N 0.187 3.228 2.516  0.540
97 C -1.388 -0.392 3.681  -0.538
98 H -6.197 -4.082 2.642  0.326
99 N -5.094 -2.803 1.403  0.466

***

Version Q
Computed, not measured: a molecular structure, C32H55BaCl2N4O4Si, with ωB97M-V/def2-TZVPD.

Computed properties:
* charge: -1
* gap between HOMO and LUMO: 5.210 eV
* lowest unoccupied orbital energy: 2.299 eV
* HOMO level: -0.10697 Eh

Each line ends with the Mulliken charge.
Cartesian coordinates (Å):
1 H 2.599 -4.602 -1.129  0.282
2 H -5.185 -0.656 -4.900  0.257
3 C 1.539 4.060 4.155  -0.629
4 H -3.158 1.412 2.961  0.204
5 N 1.360 0.252 4.154  0.859
6 C 2.210 -3.176 3.020  -0.621
7 C 2.467 4.010 3.108  -0.654
8 H -1.404 -2.554 -5.545  0.314
9 O 0.011 -0.121 2.357  -0.724
10 C 1.425 -2.822 1.884  -0.731
11 C -4.288 -1.156 -4.519  -0.867
12 H 0.342 -2.925 1.933  0.217
13 H -1.217 2.989 2.424  -0.235
14 H 5.668 -4.955 -1.652  0.326
15 H -1.313 3.632 -2.189  0.244
16 H -4.343 0.079 -7.263  0.249
17 C 3.421 -2.351 0.646  0.458
18 N -0.743 -4.989 -1.468  0.304
19 C -0.190 3.319 2.631  0.664
20 H 5.028 -1.642 -0.569  0.568
21 H 3.618 -4.922 -2.563  0.374
22 C 2.068 -2.379 0.776  0.817
23 H 1.716 -3.547 3.924  0.479
24 C 2.613 0.765 4.694  -1.058
25 H -4.724 3.220 -0.309  0.392
26 H 1.790 0.915 2.249  0.361
27 H -4.260 -1.006 -3.428  0.203
28 N -3.563 2.554 1.300  0.393
29 C 3.597 -3.033 2.967  -0.687
30 H 3.284 -0.060 4.982  0.321
31 C -0.766 4.537 -1.890  -1.555
32 H -2.297 6.622 -0.938  0.378
33 C -0.540 4.564 -0.414  0.068
34 H -0.499 3.606 4.744  0.378
35 H -4.392 -2.230 -4.707  0.313
36 Cl -2.337 1.539 -5.098  -0.320
37 H -0.374 -3.238 -2.482  -0.129
38 H -1.302 -6.343 -2.998  0.324
39 C -1.192 -1.502 -5.320  -0.685
40 O -0.570 2.241 -0.102  -0.493
41 H -2.969 3.419 -0.508  0.058
42 H 2.417 1.382 5.582  0.316
43 H -3.121 4.514 1.948  0.174
44 N 4.333 -3.411 -1.363  0.242
45 H 3.392 -1.577 -1.341  0.166
46 H 3.515 4.262 3.296  0.353
47 C 3.219 -4.130 -1.913  -0.814
48 C -3.220 1.372 1.855  0.243
49 C 5.438 -4.196 -0.894  -0.938
50 H -0.697 -1.448 -4.345  -0.004
51 H -3.513 -1.449 -7.648  0.319
52 C 0.204 3.330 0.103  0.032
53 H -1.436 -4.956 0.502  0.214
54 H 5.305 -2.462 1.733  0.343
55 H 0.199 4.511 -2.415  0.366
56 C 2.052 3.677 1.814  -0.502
57 H 0.374 0.040 5.982  0.347
58 H -3.799 3.405 3.187  0.294
59 H 4.201 -3.271 3.848  0.343
60 Cl -2.684 0.080 -2.285  -0.663
61 C 4.063 -2.154 -0.690  -1.947
62 H -0.465 -0.668 4.554  0.245
63 H -1.322 5.415 -2.225  0.345
64 H -0.484 -1.137 -6.077  0.300
65 C 0.499 -0.512 5.044  -1.079
66 Si -2.776 -0.488 -5.423  0.595
67 H -0.086 -5.101 -3.446  0.249
68 H -0.442 -6.387 0.061  0.315
69 C -1.770 6.727 0.024  -1.578
70 C -0.981 5.521 0.418  0.260
71 Ba -0.833 -0.319 -0.199  1.545
72 H 2.582 -3.447 -2.494  0.146
73 H -2.114 -6.270 -0.524  0.326
74 C -0.422 -5.781 -2.650  -0.911
75 H 6.316 -3.552 -0.737  0.269
76 C -3.379 -0.445 -7.225  -1.062
77 C 1.044 0.360 2.857  -0.179
78 H 0.378 -6.501 -2.425  0.314
79 H 0.957 -1.484 5.273  0.265
80 H 1.106 3.236 -0.540  0.315
81 C -0.737 -3.654 -1.521  0.614
82 C -3.853 3.712 2.135  -0.808
83 O -1.103 -2.922 -0.572  -0.725
84 H -2.666 0.105 -7.849  0.273
85 H -0.715 5.491 1.476  0.531
86 C -1.216 -5.689 -0.278  -0.984
87 C -3.749 2.739 -0.134  -0.682
88 H -3.680 1.788 -0.678  0.056
89 H 1.832 4.424 5.142  0.397
90 H 5.213 -4.721 0.052  0.305
91 H -4.857 4.103 1.909  0.323
92 H 3.107 1.382 3.935  0.290
93 H -1.137 7.626 -0.039  0.308
94 H -2.529 6.942 0.793  0.331
95 C 0.701 3.428 1.563  0.236
96 C 0.224 3.648 3.926  -0.635
97 O -2.993 0.322 1.224  -0.773
98 H 2.757 3.649 0.973  0.350
99 C 4.220 -2.588 1.801  -0.381

***

Relative calculated energies, zero for the most stable structure, unit kcal/mol: version P 36.5; version Q 0.0.

***

Version P
Computed, not measured: 2 unconnected molecules or ions with the total composition C4H14NOS2, with ωB97M-V/def2-TZVPD.

Computed properties:
* charge: +1
* gap between HOMO and LUMO: 9.082 eV
* lowest unoccupied orbital energy: -3.233 eV
* HOMO level: -0.45255 Eh

Each line ends with the Mulliken charge.
Cartesian coordinates (Å):
1 H -0.811 -1.352 -2.319  0.326
2 H 1.434 -1.014 -1.806  0.287
3 H -0.431 -0.708 -3.621  0.289
4 H -1.236 1.385 2.054  0.301
5 O -0.222 -0.699 -2.684  -0.698
6 C -3.310 1.238 1.390  -1.050
7 H 2.973 -1.306 -1.253  0.368
8 H 2.444 -1.426 1.093  0.384
9 C -1.932 0.633 1.631  -0.371
10 H -3.285 2.332 1.326  0.291
11 H 2.771 -0.040 -2.214  0.369
12 S 0.070 -1.421 0.758  -0.062
13 N 2.311 -0.586 -1.467  -0.163
14 H -3.934 0.875 2.195  0.313
15 H 1.462 1.020 -0.489  0.456
16 H 3.069 0.746 -0.040  0.370
17 H 1.621 -0.059 1.840  0.358
18 C 1.760 -0.580 0.922  -0.723
19 H -3.745 0.854 0.489  0.322
20 S -1.149 0.006 0.097  -0.078
21 C 2.133 0.264 -0.255  -0.671
22 H -1.993 -0.163 2.351  0.380

***

Version Q
Computed, not measured: 2 unconnected molecules or ions with the total composition C4H14NOS2, with ωB97M-V/def2-TZVPD.

Computed properties:
* charge: +1
* gap between HOMO and LUMO: 9.449 eV
* lowest unoccupied orbital energy: -3.164 eV
* HOMO level: -0.46353 Eh

Each line ends with the Mulliken charge.
Cartesian coordinates (Å):
1 N 0.642 -2.191 0.517  -0.215
2 O -0.906 -3.481 -1.461  -0.618
3 C 1.376 -1.145 1.330  -0.535
4 H -0.658 -4.072 -2.182  0.311
5 H -0.447 4.452 -1.631  0.363
6 S -1.149 0.111 1.115  -0.152
7 H 0.269 3.095 -2.399  0.378
8 H 0.984 0.848 1.998  0.288
9 H 1.946 -1.653 2.094  0.376
10 H 0.281 3.031 0.184  0.315
11 H 1.997 -0.645 0.622  0.331
12 H 0.560 -3.089 0.981  0.345
13 H -1.521 3.208 -2.266  0.345
14 C -0.572 3.377 -1.766  -1.283
15 H -1.688 -3.911 -1.094  0.317
16 S -0.544 0.929 -0.700  -0.055
17 C -0.578 2.701 -0.382  -0.276
18 H 1.181 -2.234 -0.339  0.327
19 H 0.171 -0.346 2.978  0.437
20 H -0.323 -1.926 0.286  0.236
21 C 0.444 -0.097 1.963  -0.592
22 H -1.464 3.038 0.152  0.356

***

Relative calculated energies, zero for the most stable structure, unit kcal/mol: version P 2.0; version Q 0.0.

***

Version P
Computed, not measured: 13 unconnected molecules or ions with the total composition C4H34N2O14, with ωB97M-V/def2-TZVPD.

Computed properties:
* charge: 0
* gap between HOMO and LUMO: 8.600 eV
* lowest unoccupied orbital energy: -0.036 eV
* HOMO level: -0.31737 Eh

Each line ends with the Mulliken charge.
Cartesian coordinates (Å):
1 H 1.661 0.792 -0.948  -0.430
2 O -1.536 -0.489 1.512  -0.434
3 H -1.352 4.190 -0.424  0.411
4 H -2.459 -2.866 -1.805  0.319
5 H -1.161 -2.884 -1.208  0.237
6 H -3.635 -2.929 0.854  0.328
7 O -0.741 2.123 1.793  -0.741
8 H 3.066 0.894 1.826  0.230
9 H 1.512 0.639 -3.387  0.432
10 O -1.402 3.882 -1.334  -0.507
11 H -0.612 1.916 0.901  0.229
12 O 1.685 -1.644 1.833  -0.852
13 H 2.382 2.103 1.067  0.284
14 H 0.970 -2.298 1.455  0.499
15 C -0.137 2.327 -2.787  -0.648
16 O -3.450 0.734 -2.067  -0.607
17 H 1.164 -4.557 -0.417  0.219
18 O 0.701 -0.273 3.840  -0.671
19 O 0.690 3.301 -0.665  -0.508
20 O 3.015 1.306 0.954  -0.561
21 H -1.373 -3.114 2.776  0.353
22 H -1.644 -2.389 1.666  0.144
23 H 0.697 2.736 -3.465  0.343
24 H 1.062 -0.977 3.348  0.345
25 H 3.550 2.442 -1.127  0.323
26 H 1.345 2.620 3.661  0.262
27 H 2.481 -0.951 -1.355  0.509
28 H -0.620 -0.115 1.441  0.208
29 O -1.687 -2.356 -1.829  -0.558
30 H 4.111 1.050 -0.954  0.298
31 N -0.175 0.972 -2.420  0.102
32 O 0.462 -3.978 -0.201  -0.555
33 O -4.070 -2.273 0.264  -0.640
34 H -1.108 0.551 -2.611  0.095
35 C 0.849 0.055 -2.707  -1.309
36 H 1.042 -2.064 -0.518  0.222
37 H -2.054 0.213 1.887  0.274
38 O -1.334 -3.317 1.783  -0.545
39 H 1.608 -0.930 1.236  0.329
40 H -0.369 -0.999 -0.859  -0.032
41 O 1.555 1.988 3.051  -0.661
42 H 0.441 -0.626 -3.418  0.398
43 H -4.331 0.296 -1.711  0.307
44 H -0.208 -0.491 4.106  0.268
45 C 1.527 -0.334 -1.377  0.384
46 H -3.547 -1.472 0.498  0.303
47 C -0.187 3.215 -1.479  0.501
48 O 4.294 1.900 -1.244  -0.619
49 H -3.506 1.672 -1.891  0.297
50 H -0.049 -4.564 0.363  0.240
51 N 0.604 -1.131 -0.503  -0.048
52 H -1.145 2.681 -3.246  0.284
53 H 0.088 2.161 2.238  0.592
54 H 1.327 1.262 3.608  0.356

***

Version Q
Computed, not measured: 13 unconnected molecules or ions with the total composition C4H34N2O14, with ωB97M-V/def2-TZVPD.

Computed properties:
* charge: 0
* gap between HOMO and LUMO: 9.130 eV
* lowest unoccupied orbital energy: -0.087 eV
* HOMO level: -0.33873 Eh

Each line ends with the Mulliken charge.
Cartesian coordinates (Å):
1 H -1.451 1.227 0.249  -0.225
2 H 2.664 -1.566 1.584  0.620
3 H -1.303 4.243 -0.721  0.326
4 H -1.423 1.603 3.179  0.377
5 H -4.919 0.618 0.530  0.298
6 H -3.328 -1.036 -0.466  0.267
7 H 0.243 -3.967 0.256  0.275
8 H -2.873 1.956 -2.645  0.280
9 O -0.247 -3.633 -2.160  -0.592
10 O 0.016 2.315 1.135  -0.732
11 H -2.178 1.979 -1.319  0.510
12 H 3.118 0.936 3.592  0.282
13 H 3.429 1.539 -1.113  0.459
14 H 0.220 -1.508 -2.966  0.372
15 H 4.191 0.632 2.567  0.298
16 H -1.245 -3.281 -0.245  0.261
17 H -1.853 -0.289 -4.121  0.285
18 C -0.107 -2.100 0.966  0.179
19 O 2.559 3.134 1.376  -0.762
20 H -2.011 -1.408 1.200  0.381
21 O -1.011 3.388 -1.099  -0.728
22 O 3.708 1.365 2.967  -0.643
23 O -2.675 1.362 -1.910  -0.645
24 H 1.879 -0.272 -2.155  0.410
25 O 2.563 0.486 -2.170  -0.682
26 H 2.328 0.656 -3.094  0.272
27 O 3.579 -1.453 1.933  -0.654
28 H 0.938 -1.820 -1.631  0.336
29 H -1.571 -0.580 -2.631  0.380
30 O 3.984 1.874 -0.374  -0.704
31 H 0.140 0.486 -0.002  0.250
32 O -1.311 -0.815 -3.529  -0.725
33 H -1.094 0.024 3.968  0.344
34 H 3.394 2.816 1.786  0.327
35 O 1.119 -1.932 1.091  -0.844
36 H 0.437 0.082 2.416  0.140
37 C -0.460 1.089 0.704  -0.101
38 H -0.859 -3.135 -2.718  0.307
39 H 4.084 -2.161 1.523  0.256
40 H -4.203 0.709 -0.948  0.351
41 H -2.480 0.002 3.034  0.282
42 H 0.988 2.517 1.154  0.468
43 O -2.882 -1.911 -0.382  -0.477
44 C -1.467 0.516 3.013  -1.565
45 N -1.029 -1.135 1.293  -0.020
46 H -0.573 3.072 -0.262  0.487
47 O 1.103 -1.598 -2.575  -0.742
48 C -0.559 0.093 1.908  0.588
49 N -0.479 -3.296 0.407  -0.345
50 O -4.627 0.164 -0.265  -0.721
51 H -3.736 -2.372 -0.303  0.267
52 H 3.901 1.177 0.288  0.289
53 H 0.383 -3.980 -2.802  0.277
54 H 2.987 3.187 0.489  0.406

***

Relative calculated energies, zero for the most stable structure, unit kcal/mol: version P 61.4; version Q 0.0.